{
  "formula": "C77H85BHfI2N4OP2Si2",
  "method": "the ωB97M-V functional and the def2-TZVPD basis",
  "gap_ev": 7.0,
  "total_energy_ha": -5209.43932,
  "de_lowest_kcal_mol": 13.35,
  "symbols": ["C", "C", "H", "C", "H", "I", "H", "O", "C", "C", "H", "C", "C", "H", "C", "N", "H", "C", "H", "H", "C", "C", "C", "H", "C", "C", "C", "H", "C", "H", "C", "C", "H", "C", "C", "H", "C", "C", "H", "H", "P", "H", "H", "C", "H", "C", "C", "C", "C", "H", "H", "H", "C", "H", "C", "C", "H", "H", "H", "H", "C", "H", "C", "H", "C", "H", "C", "H", "H", "Hf", "H", "H", "H", "H", "B", "H", "N", "N", "H", "C", "C", "H", "C", "C", "C", "C", "H", "C", "H", "H", "H", "H", "H", "H", "C", "Si", "H", "C", "H", "C", "C", "H", "C", "C", "Si", "P", "I", "H", "C", "H", "C", "C", "C", "H", "H", "C", "H", "H", "C", "H", "C", "H", "H", "C", "C", "H", "C", "H", "C", "H", "H", "H", "H", "C", "H", "H", "C", "H", "H", "H", "C", "H", "H", "C", "H", "C", "C", "H", "C", "C", "H", "C", "C", "C", "C", "H", "H", "H", "C", "N", "H", "H", "H", "C", "H", "H", "C", "C", "C", "C", "H", "H", "C", "H", "H"],
  "xyz": [[-0.773, -1.852, 2.750], [-4.288, -3.472, -4.140], [1.023, -0.449, 4.432], [1.989, -0.078, 4.083], [-2.248, 7.347, -2.349], [-1.379, -4.781, 5.963], [2.810, 2.948, -6.318], [0.940, -1.487, 1.217], [-1.765, 5.164, -4.034], [-2.197, 4.576, 1.612], [-3.822, 1.258, -2.564], [1.211, -4.165, -0.796], [-4.495, 1.178, -0.418], [-3.358, 3.756, -0.565], [3.445, 3.449, -0.052], [-2.238, 3.191, 1.456], [-4.910, 1.104, -1.425], [-5.352, -3.736, -4.989], [-3.462, 1.767, -7.451], [-4.901, -3.302, 1.829], [0.519, -2.166, 2.238], [1.741, 6.674, -2.243], [1.976, -5.760, -2.417], [3.106, 2.822, -0.878], [0.988, -5.330, -3.290], [-3.554, 1.646, -6.379], [-4.580, 2.472, 1.736], [-2.194, 1.428, 6.120], [-2.622, -2.151, 4.262], [-6.072, -4.494, -4.707], [1.407, 3.061, -4.699], [-5.473, 2.083, 3.958], [-1.893, -6.335, 2.069], [4.638, 1.202, 2.677], [-4.930, 2.489, 0.252], [2.590, -0.940, 3.795], [-0.330, 5.443, -1.984], [2.091, 2.409, -5.714], [-3.087, -2.641, 5.107], [0.813, -0.689, -5.341], [-1.198, 0.318, -3.236], [1.226, 3.578, 3.193], [2.860, 1.747, -2.784], [1.558, 4.982, -0.528], [-6.022, 2.509, 0.203], [-2.571, 1.003, -4.271], [5.960, 1.086, 2.286], [-2.260, -5.399, 1.666], [0.667, -3.894, 3.952], [2.480, 0.402, 4.932], [-0.536, -5.137, 0.448], [1.589, 4.108, -4.503], [6.243, 0.722, 0.977], [-5.585, 2.345, -6.308], [-1.779, 2.658, 4.363], [-1.517, 1.446, 5.263], [2.310, 7.450, -2.738], [-4.264, -0.847, 3.849], [-1.588, 6.142, -4.487], [-0.042, 2.878, -3.130], [-3.496, -4.909, 2.053], [-0.701, 4.012, 5.657], [5.199, 0.465, 0.105], [3.112, -2.313, -0.228], [0.226, 1.025, -4.163], [-4.796, 4.631, -0.028], [-2.478, 1.163, -5.654], [2.661, -6.543, -2.716], [-0.209, -1.822, -3.596], [0.172, 0.533, 0.468], [-2.833, 6.379, -0.989], [-4.221, -4.038, -3.224], [3.006, 0.089, -3.340], [0.908, -5.768, -4.277], [-1.207, 2.759, 0.475], [-1.108, -1.319, -5.035], [-1.400, -0.823, 2.118], [-2.239, -2.273, -3.609], [2.874, -5.469, -0.484], [-3.265, -1.160, 3.583], [3.853, 0.569, 0.480], [-0.971, 6.122, 0.700], [-3.145, -2.996, 0.644], [2.261, 4.200, 0.568], [-4.443, 3.719, -0.511], [2.749, 5.111, 1.695], [-2.740, 4.828, -4.359], [-3.939, -3.703, 1.531], [-1.643, 0.512, 4.712], [-4.067, 2.172, 5.560], [4.349, 0.858, -2.497], [3.942, 2.818, 0.685], [-3.403, 1.108, -0.476], [-1.560, 0.910, -6.173], [3.570, 0.959, 1.802], [1.841, 1.148, 2.618], [-0.675, -4.035, -3.610], [0.446, 6.391, -2.642], [-1.000, 2.688, 3.602], [0.096, -4.336, -2.911], [-1.475, -4.703, 0.754], [2.940, 3.272, 3.444], [-3.469, -1.846, -5.691], [-2.350, -2.799, -2.271], [2.579, 0.043, -0.886], [-0.983, -2.477, -1.040], [3.208, -3.557, 2.356], [2.414, 0.539, -6.709], [-2.673, 6.382, -2.067], [-6.337, -3.254, -6.841], [-5.638, 2.173, 2.592], [-4.745, 1.969, -5.739], [1.945, 2.835, 3.547], [4.229, -1.735, -1.453], [-6.321, 1.883, 4.601], [-1.740, 5.246, -2.506], [-2.445, 3.976, 5.962], [-3.643, 6.279, -2.558], [-3.755, 1.360, -3.637], [-1.811, 4.827, 4.548], [-3.315, -2.512, -4.468], [1.919, 5.629, 2.179], [-1.023, 4.468, -4.417], [-3.294, 2.653, 2.285], [3.263, 0.767, -2.524], [-2.877, 5.087, 2.273], [-1.682, 3.950, 5.181], [-4.107, -5.458, 2.757], [-4.541, -2.111, -6.524], [-2.118, 4.302, -2.108], [5.446, 0.168, -0.908], [3.273, 4.517, 2.445], [3.446, 5.859, 1.315], [-0.592, -3.612, 4.403], [4.180, 4.151, -0.450], [-4.838, 3.699, -1.528], [-1.903, -3.485, 0.232], [1.559, 3.471, 0.984], [-3.497, -2.048, 0.255], [-0.505, 1.479, 5.644], [-4.211, 2.250, 4.490], [2.615, -2.267, -1.923], [1.251, -4.673, 4.421], [-4.842, 1.829, -4.365], [-3.125, 0.227, 1.955], [0.487, 2.369, -3.926], [0.225, 4.750, -0.882], [0.019, 6.947, -3.467], [-1.155, -1.396, -3.952], [-3.114, 2.523, 3.679], [-4.628, -1.563, -7.455], [2.089, -5.168, -1.167], [-1.343, -2.559, 3.833], [2.292, 5.949, -1.208], [3.179, -1.742, -1.150], [-5.762, 2.093, -3.858], [3.308, 6.161, -0.902], [-3.265, -2.440, -1.791], [1.221, -3.167, 2.891], [-0.640, 4.082, 0.071], [-2.434, -3.889, -2.321], [-2.762, -1.100, -6.009], [6.760, 1.275, 2.991], [-5.499, -3.055, -6.186], [-4.877, 0.331, 0.154], [7.269, 0.634, 0.640], [-1.264, 5.091, 0.813], [-2.622, -0.537, 2.508], [1.865, 1.062, -5.936], [0.186, -3.754, -1.648], [-6.625, 2.037, 2.165], [1.317, -3.682, 0.167], [0.946, 0.369, -5.161], [4.425, 1.489, 3.702], [1.768, 2.691, 4.609]]
}